14
Properties=species:S:1:pos:R:3 method="wB97M-V/def2-TZVPD" homo_energy_ev=-15.0727 total_charge=+1 smiles="C=C[N+](=O)NOC" gap_ev=9.4 energy_ha=-377.98756 relative_energy_kcal_mol=167.1
C 3.06503 0.07836 -0.07320
C 1.83644 0.47028 -0.31311
N 0.61499 -0.55364 0.27014
O 0.72520 -1.73669 0.41155
N -0.53787 0.04876 0.40593
O -1.59366 -0.80729 0.24041
C -2.80366 -0.10808 -0.06280
H 3.82417 0.59767 -0.53501
H 3.30975 -0.66436 0.57290
H 1.49062 1.40150 -0.63703
H -0.68875 1.02894 0.36661
H -3.42267 0.19662 0.84715
H -3.37678 -0.80744 -0.85027
H -2.44279 0.85537 -0.64328